1.
A structure of composition C21H21N5O2ReS, computed with wB97M-V/def2-TZVPD.

Last column: Löwdin charge in e.
Atoms and positions in Å:
1 H -5.03 -1.02 -0.92  0.131
2 C 0.60 2.80 0.99  -0.600
3 C -0.88 -2.74 -2.39  -0.030
4 H -0.66 3.45 -0.53  0.104
5 Re -0.98 0.07 -0.33  1.243
6 H -5.00 -0.95 -2.70  0.133
7 H -0.34 -0.67 2.91  0.084
8 H 2.29 -0.64 -3.12  0.148
9 C 1.37 -1.19 -2.88  -0.013
10 H 1.52 -2.64 3.13  0.110
11 H 1.78 2.58 -4.05  0.128
12 C -2.06 1.60 -0.64  -0.254
13 O -2.79 2.52 -0.80  0.167
14 H -4.90 -2.51 -1.88  0.124
15 C 1.42 -2.21 -1.94  -0.010
16 N 0.62 1.04 -1.58  0.080
17 H 0.50 -0.92 5.24  0.153
18 N -2.18 -0.90 -1.33  -0.097
19 N 0.18 1.57 1.28  0.035
20 H 2.37 -2.45 -1.46  0.149
21 H 0.17 -0.18 -4.37  0.144
22 C -4.59 -1.47 -1.82  0.050
23 N 0.71 -1.20 0.44  0.079
24 H -1.84 -1.50 -3.89  0.149
25 H 0.67 4.50 -0.09  0.137
26 C 1.41 2.22 3.20  -0.373
27 N 0.25 3.57 -0.07  0.174
28 C 1.87 2.12 4.51  0.010
29 C 1.64 2.94 -3.02  0.022
30 C -0.93 -1.70 -3.33  -0.026
31 C 0.59 1.24 2.60  -0.213
32 C 1.91 -2.78 2.11  0.027
33 H 2.97 -2.51 2.08  0.133
34 C 1.19 -1.95 1.20  -0.162
35 H 1.78 -3.83 1.82  0.128
36 C -2.05 -0.40 1.20  -0.196
37 H 2.61 3.18 -2.58  0.132
38 C 0.74 -0.02 4.67  0.042
39 H 1.85 0.89 6.29  0.161
40 C -3.16 -1.37 -1.79  -0.060
41 H 0.35 -3.86 -1.03  0.143
42 C 0.29 -3.00 -1.70  -0.041
43 C 1.03 1.91 -2.25  -0.160
44 H 2.48 2.92 4.92  0.149
45 C 0.19 -0.93 -3.57  -0.041
46 C 1.52 0.99 5.25  0.071
47 S 1.75 3.51 2.07  1.262
48 C 0.27 0.10 3.36  -0.012
49 O -2.79 -0.66 2.07  0.217
50 H -1.75 -3.37 -2.21  0.146
51 H 1.00 3.83 -3.04  0.125

LUMO (alpha / beta)   -12.457 / -15.721 eV
Frontier orbital gap (alpha / beta)   8.6 / 5.1 eV
Charge   +4
Spin multiplicity   4

2.
A structure of composition C21H22Br2GeMnN3O2, computed with wB97M-V/def2-TZVPD.

Last column: Löwdin charge in e.
Atoms and positions in Å:
1 H -0.80 -5.20 -2.23  0.033
2 C -0.20 -4.30 -2.33  -0.203
3 C -2.89 2.18 -0.42  0.084
4 N 0.44 -1.06 -2.56  -0.066
5 H 1.05 -2.15 3.75  0.018
6 C -2.73 0.81 -2.36  0.057
7 C 1.29 -1.57 -3.47  -0.039
8 N -0.93 0.88 -0.81  0.047
9 O -5.44 2.86 -1.19  -0.002
10 H -3.07 -3.46 -0.73  0.036
11 H -0.47 -3.33 1.67  -0.026
12 C -1.63 1.77 -0.07  -0.169
13 C 1.01 -1.14 3.37  -0.892
14 H -2.32 3.78 1.69  0.126
15 Ge -0.60 -3.08 -0.87  0.784
16 N 0.37 1.82 1.26  -0.021
17 H -0.64 -4.89 0.87  0.035
18 H -3.20 0.45 -3.27  0.133
19 H -1.53 0.68 -4.60  0.133
20 C -4.93 2.05 -1.97  -0.679
21 C 1.17 -1.31 -4.82  -0.006
22 H 1.40 -0.41 4.07  0.018
23 C -0.74 0.02 -4.30  0.039
24 O -5.32 1.46 -2.98  -0.004
25 C 1.17 2.35 2.19  -0.125
26 Mn 0.45 -0.02 0.27  0.417
27 H 2.15 1.91 2.29  0.102
28 H -2.71 -1.84 -0.12  0.022
29 C 0.77 3.41 2.99  -0.024
30 H 1.45 3.81 3.73  0.119
31 H -0.43 -3.85 -3.30  0.021
32 H -2.77 -2.14 -1.86  0.024
33 Br -0.81 -0.70 2.96  0.757
34 C 0.61 -1.50 -1.14  -0.364
35 C -2.47 -2.56 -0.90  -0.193
36 C -0.57 -0.25 -2.95  -0.107
37 C -0.51 3.91 2.83  -0.009
38 C -1.33 3.38 1.85  0.030
39 C -0.85 2.34 1.07  -0.210
40 H -0.86 4.73 3.45  0.127
41 Br 2.10 -1.10 1.76  0.817
42 H 0.85 -4.59 -2.32  0.029
43 C 0.12 -0.52 -5.25  -0.001
44 H 1.59 -1.99 -1.13  0.029
45 H 0.94 -4.10 0.90  0.022
46 C -0.14 -3.92 0.82  -0.217
47 H -0.02 -0.30 -6.29  0.129
48 H 1.88 -1.75 -5.50  0.127
49 H 2.07 -2.20 -3.08  0.138
50 C -3.48 1.66 -1.56  -0.039
51 H -3.48 2.89 0.14  0.127
52 C -1.45 0.46 -1.98  -0.182

Relative energy (zero: lowest compared OMol25 entry of this formula, charge and spin)   10.6 kJ/mol
LUMO (alpha / beta)   -3.997 / -4.166 eV
Frontier orbital gap (alpha / beta)   6.3 / 6.2 eV
Charge   +1
Spin multiplicity   4

3.
A structure of composition C21H22BrN3O2RuS4Sb, computed with wB97M-V/def2-TZVPD.

Last column: Löwdin charge in e.
Atoms and positions in Å:
1 Ru -0.29 -0.28 0.44  0.858
2 H 1.82 -1.50 -3.56  0.111
3 H 7.36 1.00 1.85  0.097
4 H -1.91 -4.96 -0.91  0.093
5 C 5.46 1.44 0.96  -0.079
6 H -0.81 -5.16 -3.14  0.090
7 C 0.24 1.26 -2.56  -0.082
8 C 0.10 -3.22 -2.98  -0.072
9 H 1.18 1.64 -2.17  0.105
10 H 1.87 -0.60 -2.03  0.107
11 H 0.73 1.39 -5.13  0.091
12 H 0.60 -3.30 -3.95  0.100
13 Br 1.55 5.28 3.97  0.645
14 C 1.21 -1.03 -2.79  -0.096
15 S -2.62 3.12 -2.70  -0.197
16 C 5.89 -0.50 2.31  -0.089
17 C 6.33 0.67 1.72  -0.100
18 O 0.57 -1.48 1.84  -0.228
19 C 0.28 -2.07 -2.21  -0.249
20 C -1.12 -3.00 -0.55  -0.174
21 H 0.58 0.42 3.48  0.076
22 H -1.63 -2.95 0.42  0.083
23 C -0.68 -4.27 -2.54  -0.111
24 N 1.81 -1.29 2.05  0.008
25 Sb -3.40 1.09 -3.31  0.196
26 C 4.58 -0.93 2.14  -0.019
27 C 0.52 1.38 2.97  -0.143
28 C -1.29 -4.16 -1.29  -0.109
29 S -3.29 -0.49 -1.45  -0.051
30 C 0.98 2.50 3.66  -0.158
31 H 1.39 2.41 4.66  0.088
32 C 0.36 3.87 1.79  -0.157
33 O 1.73 -0.07 0.11  -0.252
34 N 2.36 -0.54 1.19  -0.192
35 S -2.27 0.56 0.07  0.076
36 C 1.30 0.60 -4.64  -0.035
37 C 3.72 -0.15 1.37  -0.168
38 H 1.44 -0.22 -5.34  0.097
39 C -0.35 -1.91 -0.96  -0.243
40 H 3.43 1.62 0.22  0.115
41 H -0.33 2.02 -3.09  0.003
42 H -0.36 0.86 -1.74  0.000
43 C -0.01 1.44 1.68  -0.308
44 H 4.22 -1.84 2.59  0.108
45 H 2.26 0.98 -4.30  0.104
46 C -0.10 2.73 1.13  -0.163
47 C 4.14 1.03 0.78  -0.003
48 H -0.55 2.87 0.15  0.056
49 S -2.33 0.11 -5.12  -0.221
50 H 5.79 2.36 0.51  0.102
51 C 0.90 3.73 3.05  -0.716
52 H -0.41 -0.17 -3.86  0.018
53 N 0.52 0.13 -3.48  -0.205
54 H 0.27 4.84 1.33  0.090
55 H 6.57 -1.10 2.90  0.100

Relative energy (zero: lowest compared OMol25 entry of this formula, charge and spin)   348.7 kJ/mol
LUMO (alpha / beta)   -0.131 / -0.124 eV
Frontier orbital gap (alpha / beta)   4.0 / 4.0 eV
Charge   -1

Taking the records one at a time from the top gives E values of -1711.892687, -9503.872593, -5629.971292 Eh.
Taking the records one at a time from the top gives max |F| values of 8.37, 0.69, 1.28 eV Å⁻¹.